# C39H100O33S9

A 11-piece molecular cluster, C39H100O33S9 overall (ωB97M-V/def2-TZVPD, OMol25).

```
181
Properties=species:S:1:pos:R:3
C 1.924 4.475 -0.134
C 1.110 5.383 -1.056
O 2.083 5.998 -1.943
S 1.541 6.620 -3.384
C 3.196 7.226 -4.065
O 1.077 5.517 -4.237
O 0.579 7.671 -3.031
H 2.570 5.039 0.538
H 2.654 3.839 -0.634
H 1.213 3.895 0.454
H 0.387 4.791 -1.617
H 0.623 6.181 -0.495
H 3.514 8.023 -3.393
H 2.896 7.570 -5.055
H 3.911 6.403 -4.092
C -2.392 10.408 2.676
C -2.791 8.976 3.254
O -4.153 8.691 3.059
S -4.546 7.308 2.280
C -3.997 7.963 0.588
O -3.618 6.257 2.634
O -6.010 7.184 2.272
H -1.339 10.640 2.835
H -2.975 11.226 3.098
H -2.528 10.493 1.597
H -2.118 8.365 2.653
H -2.467 8.747 4.269
H -4.266 7.321 -0.250
H -2.908 8.001 0.594
H -4.387 8.981 0.551
C -4.361 6.475 -7.496
C -4.143 5.399 -6.414
O -4.016 5.888 -5.058
S -3.795 4.722 -3.803
C -1.921 4.554 -3.873
O -4.148 5.254 -2.478
O -4.387 3.464 -4.237
H -4.474 6.251 -8.557
H -3.752 7.370 -7.370
H -5.373 6.782 -7.232
H -4.917 4.633 -6.461
H -3.220 4.847 -6.593
H -1.509 3.984 -3.040
H -1.539 5.571 -3.962
H -1.750 3.947 -4.762
C 1.221 -9.973 -0.469
C 1.668 -8.676 -1.059
O 0.813 -8.032 -1.976
S 1.262 -7.878 -3.584
C 2.453 -6.503 -3.482
O 1.971 -9.089 -3.958
O 0.099 -7.417 -4.381
H 1.087 -10.730 -1.241
H 0.398 -9.979 0.246
H 2.026 -10.235 0.219
H 1.657 -7.957 -0.240
H 2.692 -8.671 -1.433
H 3.233 -6.901 -2.833
H 1.905 -5.670 -3.042
H 2.625 -6.349 -4.547
C 3.288 -3.044 4.301
C 3.365 -1.859 3.314
O 3.930 -2.285 2.079
S 5.206 -1.410 1.432
C 4.180 0.016 0.754
O 6.097 -0.984 2.491
O 5.848 -2.192 0.334
H 2.549 -2.725 5.036
H 4.216 -3.218 4.846
H 3.045 -4.015 3.868
H 2.353 -1.585 3.015
H 3.889 -1.032 3.793
H 3.306 -0.398 0.251
H 4.705 0.560 -0.031
H 3.978 0.694 1.583
C -2.620 -8.221 0.659
C -1.718 -8.595 1.816
O -0.681 -7.615 1.740
S 0.183 -7.264 3.115
C 0.973 -8.845 3.457
O 1.148 -6.237 2.843
O -0.767 -7.011 4.190
H -3.216 -9.020 0.219
H -2.072 -7.721 -0.140
H -3.387 -7.545 1.036
H -2.321 -8.548 2.723
H -1.478 -9.648 1.661
H 1.672 -9.219 2.709
H 0.164 -9.559 3.611
H 1.360 -8.640 4.456
C 3.630 -5.525 0.035
C 4.780 -6.468 0.382
O 4.589 -7.637 -0.390
S 5.826 -8.706 -0.261
C 5.096 -9.789 1.112
O 5.876 -9.501 -1.465
O 7.028 -8.085 0.293
H 2.618 -5.929 0.016
H 3.713 -5.117 -0.972
H 3.746 -4.761 0.803
H 5.725 -5.961 0.187
H 4.686 -6.630 1.456
H 5.997 -10.075 1.655
H 4.491 -10.629 0.770
H 4.463 -9.126 1.701
C 0.060 0.863 -5.146
C 0.483 1.834 -4.060
O 1.853 1.849 -3.787
S 2.360 0.655 -2.697
C 3.465 -0.304 -3.793
O 3.312 1.226 -1.719
O 1.203 -0.175 -2.232
H 0.112 -0.205 -4.938
H 0.694 1.044 -6.014
H -0.924 1.222 -5.448
H 0.278 2.828 -4.457
H -0.167 1.791 -3.186
H 4.067 -0.878 -3.089
H 4.089 0.385 -4.362
H 2.904 -1.003 -4.414
C -1.112 -2.709 -2.999
C -2.386 -1.927 -3.377
O -2.337 -0.715 -2.667
S -3.267 0.563 -3.063
C -4.889 -0.155 -2.515
O -2.895 1.601 -2.179
O -3.226 0.731 -4.479
H -0.630 -2.375 -2.080
H -0.265 -2.699 -3.685
H -1.383 -3.746 -2.801
H -2.565 -1.815 -4.446
H -3.237 -2.490 -2.994
H -5.082 -1.072 -3.072
H -5.586 0.662 -2.701
H -4.858 -0.366 -1.446
C -5.760 4.440 6.599
O -4.641 4.538 7.504
C -3.417 4.066 7.037
C -2.939 4.527 5.622
O -1.573 4.475 5.417
C -1.158 4.818 4.117
C 0.312 4.409 3.911
O 1.096 5.195 4.747
C 2.519 5.041 4.608
H -6.619 4.915 7.072
H -5.992 3.403 6.354
H -5.576 5.101 5.753
H -3.393 2.978 7.099
H -2.701 4.373 7.799
H -3.277 5.535 5.383
H -3.433 3.930 4.855
H -1.289 5.897 4.033
H -1.840 4.372 3.393
H 0.520 4.590 2.857
H 0.551 3.345 3.909
H 2.951 5.611 5.431
H 3.024 5.517 3.767
H 2.781 3.985 4.672
C -2.082 3.285 0.506
O -0.929 2.894 1.167
C -0.613 1.627 0.747
C 0.393 0.928 1.752
O 0.786 -0.435 1.365
C -0.235 -1.412 1.208
C 0.462 -2.716 0.819
O -0.555 -3.681 0.574
C -0.182 -4.953 0.100
H -2.903 2.620 0.775
H -1.943 3.425 -0.566
H -2.517 4.171 0.969
H -0.123 1.805 -0.210
H -1.427 0.930 0.545
H 0.091 0.965 2.799
H 1.312 1.510 1.680
H -0.958 -1.106 0.452
H -0.777 -1.388 2.154
H 1.038 -3.114 1.654
H 1.148 -2.493 0.001
H -1.052 -5.600 0.217
H 0.614 -5.243 0.786
H 0.186 -4.869 -0.923
```

Computed properties:
HOMO level = -9.213 eV
HOMO-LUMO gap = 0.3401 Ha
Net charge = 0
Energy above the lowest of the compared OMol25 structures with the same formula, charge and spin = 91.0 kcal/mol
SMILES string = CCOS(C)(=O)=O.CCOS(C)(=O)=O.CCOS(C)(=O)=O.CCOS(C)(=O)=O.CCOS(C)(=O)=O.CCOS(C)(=O)=O.CCOS(C)(=O)=O.CCOS(C)(=O)=O.CCOS(C)(=O)=O.COCCOCCOC.COCCOCCOC